93
Properties=species:S:1:pos:R:3:lowdin_charge:R:1 method="wB97M-V/def2-TZVPD" e_above_lowest_ev=11.933 max_force_ev_per_a=5.51
O 2.202 1.622 0.521 -0.208
V 0.873 1.133 -0.320 1.347
O 1.208 0.579 -1.822 -0.207
C 1.529 6.570 -1.229 -0.661
F 2.351 7.544 -0.927 0.160
F 0.984 6.860 -2.418 0.132
F 2.323 5.472 -1.240 0.097
S 0.124 6.412 0.053 0.705
O 0.772 6.036 1.326 -0.347
O -0.498 7.739 -0.022 -0.307
N -0.805 4.975 -0.466 -0.320
S -2.003 5.583 -1.299 0.506
O -1.737 6.796 -2.048 -0.328
O -2.584 4.631 -2.208 -0.330
C -3.441 6.078 -0.031 -0.678
F -4.185 5.041 0.257 0.143
F -2.876 6.529 1.092 0.124
F -4.197 6.899 -0.705 0.166
O 5.696 2.884 7.811 -0.275
S 6.008 1.660 7.105 0.648
O 7.071 1.681 6.151 -0.286
O 6.343 0.452 8.203 -0.276
C 6.786 -0.825 7.757 -0.294
C 8.314 -0.930 7.785 -0.063
C 4.437 0.954 6.369 -0.091
H 6.361 -1.059 6.781 0.100
H 6.399 -1.680 8.311 0.119
H 8.561 -1.270 8.790 0.076
H 8.852 -0.012 7.547 0.078
H 8.569 -1.653 7.010 0.078
H 3.980 1.801 5.858 0.065
H 3.971 0.511 7.250 0.067
H 4.630 0.208 5.597 0.057
O -1.924 0.808 4.026 -0.299
S -2.255 0.221 5.268 0.639
O -1.255 -0.622 5.916 -0.296
O -2.678 1.425 6.399 -0.271
C -3.110 2.695 5.913 -0.258
C -2.631 3.748 7.011 -0.047
C -3.814 -0.626 4.993 -0.116
H -4.172 2.686 5.669 0.115
H -2.579 2.990 5.007 0.101
H -1.610 3.685 7.388 0.076
H -3.233 3.630 7.912 0.067
H -2.764 4.704 6.505 0.073
H -4.267 -1.039 5.895 0.074
H -3.608 -1.442 4.300 0.074
H -4.490 0.155 4.644 0.069
O 2.556 -6.071 -0.553 -0.317
S 1.431 -5.644 0.313 0.716
O 0.974 -4.256 0.364 -0.312
O 0.136 -6.659 -0.069 -0.287
C 0.241 -8.075 0.048 -0.287
C 0.035 -8.597 -1.364 -0.067
C 1.819 -6.236 2.054 -0.102
H -0.600 -8.429 0.644 0.120
H 1.150 -8.403 0.552 0.107
H -0.825 -8.077 -1.788 0.081
H -0.256 -9.647 -1.347 0.077
H 0.884 -8.453 -2.032 0.083
H 0.904 -6.232 2.647 0.069
H 2.542 -5.566 2.519 0.064
H 2.294 -7.216 2.010 0.056
O 0.849 3.415 -12.491 -0.299
S 1.953 3.153 -11.569 0.710
O 2.433 4.137 -10.582 -0.310
O 1.599 1.713 -10.772 -0.283
C 0.613 1.762 -9.767 -0.272
C 1.054 2.358 -8.353 -0.060
C 3.434 2.490 -12.480 -0.099
H 0.351 0.728 -9.539 0.110
H -0.305 2.209 -10.149 0.114
H 1.993 1.961 -7.966 0.075
H 0.211 2.284 -7.666 0.069
H 1.145 3.439 -8.457 0.053
H 4.342 2.544 -11.879 0.065
H 3.593 3.181 -13.308 0.062
H 3.259 1.475 -12.836 0.065
O -3.824 -1.295 -1.290 -0.295
S -4.418 -2.133 -2.295 0.635
O -3.635 -2.780 -3.323 -0.285
O -5.217 -3.287 -1.435 -0.289
C -5.488 -4.594 -1.971 -0.284
C -5.742 -5.464 -0.805 -0.093
C -5.956 -1.396 -2.972 -0.092
H -4.544 -4.993 -2.344 0.119
H -6.334 -4.632 -2.657 0.126
H -6.508 -5.020 -0.169 0.081
H -4.935 -5.670 -0.101 0.087
H -6.207 -6.365 -1.205 0.086
H -5.607 -0.700 -3.735 0.070
H -6.548 -0.937 -2.181 0.076
H -6.476 -2.260 -3.386 0.059